[1]
{"formula": "C41H40N4O4PSc", "method": "ωB97M-V/def2-TZVPD", "elements": ["H", "H", "C", "C", "H", "C", "C", "C", "C", "O", "H", "C", "H", "H", "H", "H", "C", "H", "N", "H", "H", "H", "C", "H", "C", "H", "C", "C", "C", "C", "N", "C", "C", "C", "C", "H", "C", "H", "C", "O", "C", "H", "C", "H", "H", "H", "H", "N", "C", "C", "C", "H", "H", "C", "H", "H", "H", "C", "C", "C", "H", "H", "C", "H", "P", "H", "N", "C", "H", "H", "C", "C", "C", "H", "C", "C", "H", "H", "C", "H", "H", "C", "C", "C", "H", "O", "O", "C", "H", "H", "Sc"], "coordinates": [[-2.0756, -1.9791, -0.4888], [-3.1403, 3.0829, 0.7880], [-1.8948, -1.6354, 2.6904], [1.0085, -4.2482, 1.1063], [-5.9344, 1.5959, -4.5077], [-1.1489, -4.3450, -2.7335], [0.0659, 3.4154, 4.8137], [0.8303, -2.9143, 0.7526], [-0.9093, -2.6605, 2.2628], [1.3431, -0.9631, -0.4314], [-1.0523, 4.0851, 0.2678], [-1.6068, -2.4262, -1.3688], [-0.0176, -1.5224, -4.2147], [0.4398, 3.7750, 5.7593], [2.8067, 2.6235, -5.4089], [-2.1907, -4.4306, -0.8707], [-1.4534, 3.6255, 2.9702], [4.8749, -1.1359, 2.1367], [0.7718, 0.7983, 2.2939], [-2.8591, -1.2542, -3.7644], [-2.7078, 2.6359, -1.9442], [4.6087, -2.1582, 4.3365], [4.1406, 0.0571, 0.0286], [3.8993, 0.4248, -0.9701], [-0.9849, -1.6009, -2.3066], [3.3924, 0.5964, -4.1284], [2.4007, 1.0173, -4.0474], [-2.7283, 2.0747, 0.8777], [2.6400, -1.3690, 4.6528], [0.7966, 2.6742, -4.6822], [-0.1127, -2.1389, 1.3147], [-1.0019, 4.0594, 4.2070], [-0.6722, 3.0790, 0.0671], [-2.6253, 0.6329, -2.7564], [3.8073, -1.5668, 3.9234], [0.2803, -5.8169, 2.3826], [1.7777, 0.0438, 2.8917], [2.4319, 2.3618, 1.7455], [1.5672, -2.1717, -0.2766], [2.4157, -2.8622, -1.0051], [-1.6906, -3.7909, -1.5830], [2.5358, -1.8250, 5.6250], [3.9593, -0.9829, 2.6804], [-2.6852, -2.6967, 4.1230], [5.1377, 0.4310, 0.2872], [0.4148, 3.0906, 0.1728], [1.5239, 1.8682, 4.6853], [-1.2568, 2.1043, 1.0136], [-5.0115, 1.3261, -4.0216], [-0.5422, -3.5295, -3.6745], [2.9778, -0.1420, 2.1600], [-4.8066, 3.2101, -3.0367], [-1.4579, 4.9117, 4.6798], [2.0743, 2.1515, -4.7726], [-4.9374, -0.6372, -4.8734], [-2.2527, 4.1647, 2.4870], [1.7685, -4.8359, 0.6174], [-4.3734, 2.2351, -3.1951], [-4.4530, 0.0767, -4.2253], [-0.4619, -2.1620, -3.4666], [0.7120, -0.4329, 4.6869], [-0.9207, 2.8177, -0.9632], [1.6327, -0.5787, 4.1395], [4.1547, -1.0312, 0.0302], [-1.0301, 0.1978, -1.9467], [-0.1455, -3.9480, -4.5864], [3.1181, 0.5381, 0.9390], [0.6634, 2.3248, 4.2201], [-1.4280, -4.3870, 3.4475], [-3.1611, 1.5901, 1.7517], [0.1755, 0.9513, -3.1134], [1.4628, 0.4247, -3.2209], [0.1826, -4.7845, 2.0846], [-1.1318, 2.5212, -3.8018], [-0.7876, -3.9792, 2.6810], [-0.8740, 2.5273, 2.3621], [-1.2219, -5.4077, -2.9022], [2.8982, 2.4095, 0.0303], [3.1409, 1.9942, 1.0087], [2.8635, -2.3338, -1.6890], [0.5392, 3.5450, -5.2627], [0.1878, 1.8307, 2.9881], [-0.1446, 2.0889, -3.8518], [-3.2722, -0.2723, -3.5942], [1.7249, -0.4594, -2.6575], [-1.9052, -0.5711, 2.0701], [-2.7220, -1.8315, 3.6856], [-3.1887, 1.8957, -2.5679], [-3.0188, 1.5063, -0.0092], [4.1421, 2.3461, 1.2883], [-0.2920, 0.0808, 0.7071]], "atomic_forces_ev_per_a": [[0.00, -0.14, -0.14], [0.03, -0.05, -0.01], [-0.26, 0.46, 0.13], [-0.04, 0.31, -0.07], [-0.13, 0.02, -0.07], [-0.02, 0.00, 0.05], [-0.21, 0.11, -0.02], [-0.92, -0.14, 1.01], [0.85, -0.14, -0.73], [0.03, -1.22, 0.03], [0.04, -0.08, 0.04], [-0.07, 0.24, -0.06], [0.06, 0.00, -0.09], [0.06, 0.05, 0.10], [0.07, 0.00, -0.07], [-0.08, -0.03, 0.09], [0.07, -0.03, 0.15], [0.21, 0.01, -0.07], [-1.07, -0.57, -0.91], [-0.03, -0.05, -0.02], [0.00, 0.00, 0.04], [0.06, -0.12, 0.02], [-0.18, 0.19, 0.14], [0.05, -0.04, -0.09], [0.06, 0.16, 0.31], [0.07, -0.05, 0.00], [0.11, -0.04, 0.03], [-0.32, -0.22, -0.05], [0.37, -0.16, 0.04], [0.13, 0.05, 0.01], [0.36, -1.12, 0.26], [0.04, -0.01, -0.04], [0.13, 0.10, -0.36], [0.04, 0.09, 0.41], [-0.27, -0.12, 0.16], [0.05, -0.07, 0.02], [1.06, -0.65, 0.09], [0.03, 0.02, -0.06], [0.44, 1.37, -1.01], [-0.29, -0.10, 0.42], [-0.02, -0.11, 0.05], [-0.05, -0.02, 0.11], [-0.05, 0.14, -0.02], [0.20, 0.08, -0.18], [0.10, -0.13, 0.01], [-0.03, -0.01, 0.03], [-0.02, -0.06, 0.02], [-0.01, 0.12, 0.30], [0.04, -0.02, -0.02], [0.05, 0.03, -0.08], [-0.27, 0.16, 0.42], [-0.01, 0.13, 0.02], [-0.10, 0.13, 0.05], [-0.04, -0.02, -0.01], [-0.05, -0.06, -0.06], [-0.13, 0.05, -0.07], [0.07, -0.09, -0.04], [-0.07, 0.08, 0.00], [-0.06, -0.01, -0.02], [0.06, 0.14, 0.10], [-0.08, 0.06, 0.11], [0.05, 0.00, 0.08], [-0.15, 0.12, -0.66], [0.11, -0.04, -0.07], [-0.42, -0.24, -1.60], [0.03, -0.09, -0.08], [0.01, 0.01, -0.33], [-0.11, -0.23, -0.50], [-0.08, -0.08, 0.07], [0.06, 0.08, -0.06], [0.10, -0.01, 0.32], [0.01, 0.00, 0.05], [-0.13, 0.33, 0.04], [-0.09, -0.01, -0.02], [0.09, 0.18, -0.15], [0.59, -0.26, 0.73], [0.00, -0.12, -0.04], [-0.03, 0.05, -0.07], [0.20, 0.05, 0.21], [-0.16, 0.15, 0.18], [-0.10, 0.12, -0.03], [-0.42, 1.36, 0.36], [-0.12, -0.08, 0.05], [0.10, -0.03, 0.06], [0.03, 0.05, -0.05], [-0.37, -0.45, 0.48], [-0.01, 0.28, -0.30], [0.00, -0.05, 0.04], [0.06, 0.08, 0.03], [-0.03, 0.09, 0.00], [0.71, 0.05, 0.88]], "e_above_lowest_ev": 0.9862, "max_force_ev_per_a": 1.75, "homo_energy_ha": -0.440, "homo_lumo_gap_ev": 4.954, "molar_mass_g_mol": 728.7, "charge": 2}


[2]
{"formula": "C5H9FO2", "method": "ωB97M-V/def2-TZVPD", "elements": ["C", "H", "H", "C", "O", "H", "H", "H", "H", "H", "O", "H", "C", "C", "C", "H", "F"], "coordinates": [[-0.2156, 0.9623, -1.1073], [0.3239, 1.9927, -0.9753], [-0.7329, 0.7741, -1.9494], [-2.2151, -0.2086, 0.1291], [-0.3444, 0.7077, 1.3692], [-2.7587, -0.2632, -0.8337], [2.5662, -1.9337, -0.1613], [1.2771, -1.7980, 1.0319], [3.0987, -1.1170, 1.1808], [-3.1087, -0.0181, 0.8139], [0.6753, -0.1279, -0.9461], [-1.5927, 1.7969, 0.2405], [-1.0688, 0.8240, 0.2559], [1.5658, -0.0434, -0.0728], [2.1777, -1.3102, 0.6075], [-1.8872, -1.3233, 0.3267], [2.2394, 1.0855, 0.0905]], "atomic_forces_ev_per_a": [[1.62, 2.49, 4.81], [-0.86, -2.08, -0.85], [-1.69, -0.22, -2.89], [-1.12, -2.46, 0.36], [1.72, -0.70, -1.50], [0.66, 0.32, -0.10], [-0.03, -0.70, -1.10], [1.04, 0.19, 0.43], [-1.12, 0.35, 0.49], [1.60, -0.03, -0.31], [1.12, -0.62, -0.69], [-0.07, 0.29, -0.15], [-1.72, 0.61, 0.12], [0.85, -0.66, 2.88], [-1.17, 1.55, -0.97], [-0.35, 2.17, -0.19], [-0.48, -0.49, -0.35]], "e_above_lowest_ev": 3.8002, "max_force_ev_per_a": 5.65, "homo_energy_ha": [-0.294, -0.294], "homo_lumo_gap_ev": [8.263, 8.263], "molar_mass_g_mol": 120.1}


[3]
{"formula": "C2H9NS", "method": "ωB97M-V/def2-TZVPD", "elements": ["H", "C", "C", "H", "H", "S", "H", "H", "H", "H", "H", "H", "N"], "coordinates": [[0.7253, -0.4442, -2.4040], [-0.3200, -0.6426, -2.1523], [-0.5173, -1.4158, -0.9232], [1.8496, 1.2785, 4.4640], [-0.6007, 0.3890, 0.6394], [-0.8936, -2.3478, -2.3588], [-0.1644, 2.0969, 0.8682], [1.8091, 2.0297, 4.6887], [-1.0102, 0.0199, -2.4953], [0.2699, -1.8811, -0.2265], [0.0363, 1.0867, -0.4994], [-1.2926, -1.3280, -0.2218], [0.1086, 1.1586, 0.6208]], "atomic_forces_ev_per_a": [[-0.40, -0.08, -0.15], [2.58, -1.87, 0.65], [1.52, -1.75, 2.51], [-0.08, 1.35, 0.39], [0.19, 1.53, 1.59], [-0.05, -0.68, -1.13], [-0.84, -0.18, 0.17], [0.07, -1.34, -0.39], [-1.82, 2.03, -0.51], [-0.18, 1.18, -1.80], [1.02, 1.18, 2.91], [-1.71, 0.88, 0.22], [-0.30, -2.22, -4.48]], "e_above_lowest_ev": 2.6864, "max_force_ev_per_a": 5.01, "homo_energy_ha": -0.327, "homo_lumo_gap_ev": 9.819, "molar_mass_g_mol": 79.2}


For reference, energy by record: -87297.0980 -12139.6264 -14542.6071 eV.